C2H9N2 | ωB97M-V/def2-TZVPD

The value obtained for the energy above the lowest of the compared OMol25 structures with the same formula, charge and spin is 91.0 kJ/mol. As for the charge: +1. As for the spin multiplicity: 1. The calculation puts the gap between HOMO and LUMO at 11.085 eV. The total energy is -5193.011 eV.

XYZ file:
```
13
Properties=species:S:1:pos:R:3:forces:R:3
N 0.69489 1.11336 1.69805 0.5 0.5 0.1
H 1.69352 0.90844 1.68162 0.1 0.2 -0.1
H 0.51414 1.21522 2.69614 -0.4 -0.5 -0.1
H 0.58737 2.07287 1.36893 0.2 0.0 0.0
H 0.36255 0.42780 0.16937 -0.6 0.2 -0.7
C -0.81918 -1.24582 -0.12660 -0.1 -1.0 -0.5
C 0.02950 0.08396 -1.91970 -0.8 -0.8 0.1
N -0.06728 -0.10489 -0.66933 0.2 0.2 1.2
H -0.11019 -2.02343 0.15791 0.0 0.0 -0.1
H -1.48417 -1.62078 -0.90978 0.1 0.0 0.2
H -1.41192 -1.03951 0.76348 0.2 0.7 -0.1
H 0.44529 0.94704 -2.43030 0.4 -0.1 0.5
H -0.43452 -0.73427 -2.47979 0.1 0.6 -0.4
```
Forces are in eV/Å.

C4H12 | ωB97M-V/def2-TZVPD

The value obtained for the energy above the lowest of the compared OMol25 structures with the same formula, charge and spin is 142.7 kJ/mol. As for the charge: 0. As for the spin multiplicity: 1. The calculation puts the gap between HOMO and LUMO at 12.135 eV. The total energy is -4341.049 eV. The SMILES is CC.CC.

XYZ file:
```
16
Properties=species:S:1:pos:R:3:forces:R:3
C -1.83159 0.64121 -0.61774 0.2 0.7 1.5
C -1.38536 1.46715 -1.75139 -0.7 0.0 -5.5
H -0.94338 0.05361 -0.22222 -1.7 0.4 -0.5
H -2.21058 1.33809 0.20854 0.4 -1.2 -0.9
H -2.64854 0.06453 -1.04772 0.0 -0.6 0.9
H -0.48052 1.97438 -1.74089 2.0 0.7 0.9
H -2.03670 2.27476 -2.17725 -0.3 -0.7 1.1
H -1.25326 0.86920 -2.80205 -0.3 0.7 2.5
C 1.70318 -1.77719 1.45242 4.2 0.9 -1.5
C 1.49829 -0.38222 1.02052 -2.0 3.0 0.3
H 2.28277 -2.24783 0.62005 -0.5 -0.1 0.8
H 2.32900 -1.71827 2.29115 1.2 -0.7 1.4
H 0.90671 -2.35431 1.68502 -2.9 -1.4 0.5
H 0.67217 -0.50958 0.34492 -0.7 0.9 -0.3
H 2.23940 0.11410 0.39079 0.5 -0.6 0.3
H 1.23580 0.44771 1.82680 0.3 -2.0 -1.4
```
Forces are in eV/Å.

CH3F3OSi | ωB97M-V/def2-TZVPD

The value obtained for the energy above the lowest of the compared OMol25 structures with the same formula, charge and spin is 219.4 kJ/mol. As for the charge: 0. As for the spin multiplicity: 1. The calculation puts the gap between HOMO and LUMO at 11.393 eV. The total energy is -19166.010 eV. The SMILES is O=[Si](F)F.CF.

XYZ file:
```
9
Properties=species:S:1:pos:R:3:forces:R:3
O -0.77925 1.21266 -0.72770 0.0 1.1 -0.7
Si -1.86940 0.37565 -0.15242 -0.4 -2.3 0.5
F -2.78370 0.54972 1.10474 0.0 0.8 0.4
F -2.39989 -1.07789 -0.55775 0.5 0.8 -0.4
C 1.62458 -0.19643 0.02432 0.7 0.5 3.0
F 0.40732 -0.75920 0.44653 0.0 0.1 0.7
H 1.50302 0.00002 -0.96684 0.1 0.1 -2.9
H 2.39621 -0.89827 0.34281 0.0 -0.1 -0.6
H 1.90111 0.79373 0.48631 -1.0 -1.0 0.1
```
Forces are in eV/Å.

C6H10O | ωB97M-V/def2-TZVPD

The value obtained for the energy above the lowest of the compared OMol25 structures with the same formula, charge and spin is 530.4 kJ/mol. As for the charge: 0. As for the spin multiplicity: 1. The calculation puts the gap between HOMO and LUMO at 9.245 eV. The total energy is -8425.744 eV.

XYZ file:
```
17
Properties=species:S:1:pos:R:3:forces:R:3
C -0.61447 -1.79759 -0.52168 0.0 0.0 0.0
C -0.27928 -0.64451 0.41233 0.0 0.0 0.1
C 1.24874 -0.46234 0.71655 0.0 -0.2 0.0
C 1.59317 1.04297 0.84790 -0.4 0.1 -0.1
C 0.42410 1.46034 0.47691 0.2 0.1 0.0
C -0.75434 0.75752 -0.10083 0.0 0.0 0.3
O -0.89716 0.90134 -1.49560 0.2 0.0 -0.2
H -0.15317 -1.66166 -1.50604 -0.1 0.0 0.1
H -0.23846 -2.73889 -0.10459 -0.1 0.1 0.0
H -1.69424 -1.89736 -0.67282 0.1 0.0 0.0
H -0.78848 -0.79987 1.37125 0.1 0.0 -0.1
H 1.86874 -0.86647 -0.09557 -0.1 0.1 0.1
H 1.53832 -1.00702 1.62155 0.0 0.1 -0.1
H 0.37279 2.96296 -0.05818 0.1 -0.1 -0.2
H 0.12849 2.96007 0.69146 -0.1 -0.1 0.2
H -1.72508 1.03992 0.31360 0.1 0.0 0.0
H -0.02966 0.75060 -1.89625 -0.2 0.0 0.0
```
Forces are in eV/Å.

C25H49HgO15S6 | ωB97M-V/def2-TZVPD

As for the charge: 0. As for the expectation value of S²: 0.75. As for the spin multiplicity: 2. The calculation puts the gap between HOMO and LUMO (alpha / beta) at 7.173 / 7.757 eV. The total energy is -126613.270 eV.

XYZ file:
```
96
Properties=species:S:1:pos:R:3:forces:R:3
Hg 24.55201 -30.00472 15.10760 -0.8 -1.1 1.1
O 24.72236 -27.82727 18.71371 0.5 -0.2 0.2
C 24.72245 -28.56238 17.58748 1.8 -1.8 -2.1
O 25.66009 -29.32347 17.23868 1.0 0.0 2.0
O 23.78703 -28.42901 16.79402 -2.8 1.3 -0.4
H 24.01473 -27.22029 18.48472 -0.5 0.8 0.5
C 28.85246 -33.01208 15.10658 -0.1 -0.5 -0.1
C 29.58022 -32.24465 16.21008 0.2 -0.1 -0.6
C 28.86417 -30.94967 16.46489 -1.5 0.2 -1.4
S 28.25473 -30.41513 14.76101 0.4 -0.1 0.5
O 29.19125 -29.44467 14.25689 0.2 -0.1 -0.3
O 26.84531 -30.03210 14.69642 1.6 -0.7 0.0
C 28.54503 -32.05306 13.94715 -0.5 0.3 0.9
H 28.02110 -33.52769 15.58729 -0.6 0.4 -0.5
H 29.44739 -33.82805 14.69628 0.3 0.0 0.2
H 30.57017 -32.05601 15.79473 0.4 0.0 0.8
H 29.52053 -32.80578 17.14264 0.7 -0.1 -0.1
H 29.47815 -30.16687 16.91023 -0.4 0.1 -0.2
H 27.92231 -31.14801 16.97641 0.1 0.3 0.5
H 29.42970 -31.89780 13.32961 -0.1 0.0 0.0
H 27.68368 -32.35358 13.35061 0.1 0.3 0.0
C 28.61510 -28.27281 21.10118 -1.1 1.1 -0.1
C 29.31992 -29.42629 21.73606 -0.6 -1.3 -0.5
C 28.26349 -30.52390 22.16029 0.1 0.7 -1.5
S 27.17270 -30.58917 20.63553 3.6 1.8 -0.6
O 25.84649 -30.97975 20.95295 -1.1 -0.4 0.2
O 27.94589 -31.24132 19.57095 -0.9 0.1 1.0
C 27.39370 -28.75091 20.28431 0.2 -1.0 0.8
H 29.30917 -27.74128 20.45016 0.0 0.0 -0.1
H 28.33402 -27.53815 21.85574 -0.4 0.0 0.0
H 30.02800 -29.04383 22.47121 0.0 -0.6 0.1
H 29.80598 -29.79178 20.83148 0.8 -0.9 0.6
H 27.55760 -30.24604 22.94299 0.3 0.0 0.3
H 28.67382 -31.52686 22.27776 0.0 0.2 0.2
H 26.49268 -28.24668 20.63361 -0.1 0.0 -0.7
H 27.62260 -28.75930 19.21865 -0.7 0.3 0.0
C 24.48365 -25.33299 21.84813 0.5 0.3 0.2
C 26.02072 -25.35714 22.17265 -0.4 0.2 1.4
C 26.13851 -24.69722 23.60856 -1.2 0.5 -1.0
S 24.71684 -25.38264 24.55340 0.9 -0.3 -0.2
O 24.08979 -24.24276 25.17109 -0.3 -0.2 0.3
O 25.07615 -26.55731 25.33221 -0.2 0.8 -0.5
C 23.76359 -25.91272 23.11276 1.1 -0.5 -1.2
H 24.30191 -25.86835 20.91623 -0.2 -0.6 0.3
H 24.16788 -24.33081 21.55824 0.1 0.3 0.6
H 26.62299 -24.91999 21.37625 -0.1 0.4 0.3
H 26.40084 -26.37270 22.28337 -0.3 -0.3 -0.2
H 25.77490 -23.67035 23.57085 0.0 0.2 -0.4
H 27.05918 -24.58227 24.18062 0.1 -1.0 -0.1
H 22.68966 -25.79833 23.26003 0.2 0.4 -0.1
H 23.99983 -26.97227 23.01463 -0.3 -0.2 0.4
C 22.27238 -25.44550 13.53104 1.0 -0.8 0.6
C 22.73799 -25.57129 12.05390 -0.2 0.5 0.3
C 23.66780 -26.75216 11.97447 0.2 -0.7 -0.3
S 24.72837 -26.68124 13.42127 -0.1 0.4 1.0
O 25.97198 -25.92915 13.11263 -2.3 -1.8 0.7
O 24.66990 -28.02201 14.03832 1.1 2.3 -1.5
C 23.56249 -25.67468 14.43377 0.0 1.7 -1.1
H 21.55888 -26.21399 13.82846 -0.1 -0.3 -0.5
H 21.73993 -24.51769 13.74029 0.5 0.2 -0.1
H 23.31808 -24.72744 11.68041 -0.2 0.5 0.5
H 21.88071 -25.63967 11.38420 0.0 -0.3 0.0
H 24.33996 -26.77331 11.11665 -0.2 0.1 -0.1
H 23.10779 -27.68508 12.03898 0.2 -0.1 0.1
H 24.04177 -24.69789 14.49911 0.3 0.0 0.0
H 23.45694 -26.02249 15.46138 -0.2 -0.7 -0.3
C 22.58224 -30.51618 21.73038 0.0 0.3 0.4
C 22.68986 -29.05820 21.17195 0.5 -0.4 -0.9
C 21.75219 -28.86334 19.98971 -0.2 0.3 -0.3
S 20.87572 -30.43444 19.67333 -1.1 0.1 0.0
O 21.60818 -31.26460 18.69620 -1.0 1.4 1.6
O 19.42689 -30.18761 19.50627 2.1 -0.4 0.0
C 21.18251 -31.12786 21.35285 1.2 0.7 -0.4
H 22.78326 -30.33578 22.78639 -0.7 -0.7 0.4
H 23.42604 -31.14577 21.44805 -0.2 0.1 -0.6
H 23.70363 -28.81316 20.85522 0.2 -0.4 0.0
H 22.44988 -28.25998 21.87434 -0.2 -0.5 0.5
H 22.22319 -28.53737 19.06235 0.0 -0.3 0.0
H 21.06725 -28.08007 20.31447 -0.7 -0.4 -0.6
H 21.10874 -32.18996 21.11916 0.4 -0.1 0.5
H 20.44018 -30.84926 22.10080 -0.3 0.2 -0.5
C 20.16858 -23.05377 17.17964 1.8 -0.7 0.7
C 20.62142 -22.91576 18.68091 -0.7 -0.5 0.0
C 20.70928 -24.33617 19.24564 0.6 -0.1 -0.4
S 21.60092 -25.29537 17.94870 -4.0 0.2 0.1
O 20.77588 -26.47199 17.70743 1.1 0.7 -0.1
O 22.98788 -25.41141 18.24964 1.4 0.0 0.1
C 21.24869 -24.07212 16.61648 -0.3 0.2 0.2
H 20.24897 -22.08444 16.68767 0.0 -0.2 -0.2
H 19.15742 -23.44212 17.05779 0.1 0.0 0.2
H 19.93585 -22.35039 19.31213 -0.1 0.2 -0.3
H 21.60055 -22.44358 18.76122 0.0 0.1 -0.3
H 19.72182 -24.77939 19.37437 0.1 -0.1 -0.2
H 21.25516 -24.43911 20.18347 0.1 0.1 -0.1
H 20.94627 -24.67833 15.76258 -0.2 0.1 0.1
H 22.18000 -23.56220 16.37003 0.0 0.0 0.1
```
Forces are in eV/Å.

C4H12N4 | ωB97M-V/def2-TZVPD

The value obtained for the energy above the lowest of the compared OMol25 structures with the same formula, charge and spin is 393.5 kJ/mol. As for the charge: 0. As for the spin multiplicity: 1. The calculation puts the gap between HOMO and LUMO at 9.873 eV. The total energy is -10299.194 eV. The SMILES is CC1(C)CNNN1N.

XYZ file:
```
20
Properties=species:S:1:pos:R:3:forces:R:3
C -1.09557 0.41853 -1.30260 -0.3 -0.2 2.4
C -0.32704 0.01639 -0.03741 0.0 1.1 1.3
C -1.21528 0.05847 1.28328 0.4 -2.7 -0.2
C 0.25883 -1.35705 -0.20800 0.6 -0.5 -3.5
N 1.65914 -1.08596 -0.11269 1.7 -0.6 1.0
N 1.89905 -0.06206 0.87238 -1.4 0.7 -1.5
N 0.87881 0.86322 0.42519 0.6 0.9 -0.6
N 1.38387 1.79354 -0.52547 2.5 1.5 0.0
H -1.55487 1.36019 -1.16298 -0.6 1.1 -0.1
H -1.83719 -0.33960 -1.42843 -1.0 -0.4 0.2
H -0.61553 0.37574 -2.21465 1.9 0.2 -1.6
H -1.10388 0.94793 1.82934 0.4 1.3 0.5
H -0.98706 -0.83105 1.99841 0.0 1.5 -1.2
H -2.26907 -0.06004 1.12397 -0.7 -0.1 -0.6
H -0.20332 -2.00124 0.49602 -0.1 -1.2 0.7
H 0.21594 -1.77103 -1.31541 -0.8 0.6 2.2
H 2.22028 -1.89298 0.08582 0.4 -0.4 0.1
H 1.53282 -0.27415 1.78988 0.0 -0.8 0.5
H 2.03231 2.46176 0.00314 -1.9 -0.8 -0.2
H 2.18185 1.49051 -1.15629 -1.6 -1.1 0.5
```
Forces are in eV/Å.

What is the formula in the first record? C2H9N2

The highest charge belongs to which entry? C2H9N2